(1)
# C33H29BrCsN7O7S

A molecular structure, C33H29BrCsN7O7S at a distorted geometry (wB97M-V/def2-TZVPD, the OMol25 dataset).

## Properties
DFT total energy in eV: -140884.99935
Strongest force on any atom in eV/A: 2.4
Total charge: -2
HOMO-LUMO gap in eV: 6.41

Element x y z (Å)
1 Cs -0.153291 1.707553 -0.793535
2 O 3.451636 0.270024 -1.452815
3 C 3.124952 1.536700 -1.991334
4 C 3.588964 2.686922 -1.103574
5 N 2.682111 2.970828 0.013659
6 C 3.353308 2.994483 1.304606
7 C 4.015972 1.690818 1.776240
8 O 4.831970 1.819493 2.707405
9 O 3.719313 0.616210 1.168601
10 C 1.965794 4.231099 -0.187270
11 C 0.802639 4.471298 0.804365
12 O 0.887965 5.455783 1.564511
13 O -0.154984 3.648180 0.722105
14 H 3.424194 0.342843 -0.466708
15 H 2.045433 1.615191 -2.159418
16 H 3.592051 1.620660 -2.978455
17 H 3.721655 3.592152 -1.712288
18 H 4.577757 2.421660 -0.715537
19 H 2.610775 3.241915 2.066608
20 H 4.110100 3.795619 1.356409
21 H 1.540505 4.227527 -1.195974
22 H 2.656700 5.087199 -0.123663
23 N -1.606058 0.100029 5.564397
24 C -1.962601 -1.031873 4.841813
25 C -2.277151 -2.204701 5.557410
26 C -2.625258 -3.332269 4.849596
27 C -2.661404 -3.284164 3.457696
28 C -2.329444 -2.085073 2.853544
29 N -1.988594 -0.980548 3.518784
30 C -1.085363 1.309386 5.035278
31 C -0.005573 1.901913 5.689947
32 C 0.503131 3.081904 5.174233
33 C -0.061000 3.618553 4.027711
34 C -1.139179 2.949886 3.468486
35 N -1.669368 1.828721 3.970701
36 H -1.287740 -0.105270 6.493671
37 H -2.244562 -2.210177 6.640759
38 H -2.866736 -4.246723 5.379209
39 H -2.928457 -4.143782 2.858052
40 H -2.321394 -1.989886 1.770504
41 H 0.451910 1.420387 6.546741
42 H 1.361696 3.551389 5.639648
43 H 0.331637 4.487372 3.509231
44 H -1.537551 3.322081 2.533410
45 N -0.867749 -4.427248 -0.461594
46 C -1.898447 -4.194047 -1.354153
47 C -2.706187 -5.039907 -2.107049
48 C -3.623032 -4.429682 -2.946272
49 C -3.718458 -3.031526 -3.039182
50 C -2.912389 -2.197319 -2.284255
51 C -2.002607 -2.799864 -1.416823
52 N -1.071848 -2.204789 -0.572924
53 C -0.408453 -3.193448 -0.056519
54 C 0.724229 -3.042391 0.862989
55 C 1.314745 -4.034858 1.586779
56 S 2.637496 -3.378517 2.448281
57 C 2.306627 -1.828170 1.781064
58 N 1.284220 -1.796792 0.982266
59 H -0.457256 -5.308871 -0.222684
60 H -2.619484 -6.118708 -2.053525
61 H -4.270760 -5.046740 -3.558523
62 H -4.427708 -2.597603 -3.733399
63 H -2.937884 -1.117462 -2.388872
64 H 1.032311 -5.074063 1.659513
65 H 2.954729 -0.963393 1.948496
66 Br -2.452941 3.106516 -6.018143
67 C -1.337769 1.576732 -6.239583
68 C -1.210525 1.045556 -7.516454
69 C -0.409705 -0.067437 -7.714563
70 C 0.254166 -0.636010 -6.631774
71 C 0.107801 -0.091495 -5.368345
72 C -0.695245 1.029712 -5.144783
73 C -0.818809 1.538123 -3.709977
74 O -0.019980 2.424269 -3.349396
75 O -1.657592 0.918764 -3.020331
76 H -1.736646 1.504990 -8.343109
77 H -0.305890 -0.485804 -8.708591
78 H 0.884461 -1.505979 -6.772797
79 H 0.620117 -0.533851 -4.520525

Forces on the atoms, in the same order (eV/Å):
-0.04 -2.23 0.78
-0.12 0.03 -0.20
-0.01 -0.11 0.17
0.07 0.07 0.02
-0.05 0.00 0.11
-0.14 0.05 0.10
0.58 -0.03 -0.31
-0.33 -0.14 -0.01
-0.05 0.13 0.38
0.15 0.08 -0.10
-0.12 0.15 0.07
0.01 -0.12 -0.08
0.21 1.77 1.22
0.07 0.12 -0.03
0.29 0.12 -0.21
0.10 -0.05 0.02
-0.02 0.01 -0.04
-0.01 0.00 0.00
-0.05 0.04 0.03
0.02 -0.06 -0.03
-0.01 -0.02 -0.04
0.01 0.02 0.02
-0.06 -0.02 -0.17
0.03 0.09 0.03
-0.01 0.04 -0.04
0.00 -0.01 -0.03
0.01 -0.01 0.04
0.03 0.15 -0.06
0.02 -0.16 0.00
0.04 -0.06 0.08
-0.03 -0.05 -0.07
0.02 0.06 -0.02
0.05 -0.05 -0.02
0.03 -0.15 -0.03
-0.02 0.17 -0.01
0.03 0.01 0.10
0.00 0.01 0.00
-0.01 -0.01 -0.01
0.00 -0.01 0.02
0.00 -0.01 0.06
-0.01 0.00 0.00
0.00 -0.01 -0.01
0.00 0.00 0.08
-0.14 -0.03 0.08
-0.08 0.08 -0.04
0.08 -0.17 0.07
0.00 0.05 0.01
-0.01 0.02 -0.02
0.02 -0.03 0.02
-0.04 0.02 -0.04
0.04 0.24 0.02
-0.12 -0.07 -0.33
0.10 0.04 0.30
-0.16 0.09 -0.16
-0.03 0.02 0.00
0.06 -0.22 0.12
-0.16 0.25 -0.27
0.20 -0.15 0.17
0.03 -0.06 -0.03
0.00 0.02 0.00
0.01 0.02 0.01
0.01 -0.01 0.01
0.03 -0.04 0.02
0.03 0.05 0.04
-0.05 0.00 0.02
0.01 -0.02 0.01
-0.03 0.03 -0.01
0.00 0.01 -0.02
0.01 0.00 0.05
-0.02 0.03 -0.04
0.00 0.00 0.03
0.17 -0.08 -0.03
-0.06 -0.29 -0.22
-0.15 0.31 -1.09
-0.40 0.08 -0.48
0.00 0.00 0.01
0.00 0.00 0.01
-0.01 0.01 -0.01
-0.03 0.02 -0.02

(2)
# C3H4LiO5Tl

A molecular structure, C3H4LiO5Tl at a distorted geometry (wB97M-V/def2-TZVPD, the OMol25 dataset).

## Properties
DFT total energy in eV: -18308.73335
Strongest force on any atom in eV/A: 6.3
HOMO-LUMO gap in eV: 4.64

Element x y z (Å)
1 C -0.428371 -1.861002 0.654379
2 C -1.199167 -1.771631 -0.667167
3 O -2.154320 -2.526703 -0.893073
4 O 0.960324 -1.681588 0.409501
5 H -0.600129 -2.832755 1.113625
6 H -0.775431 -1.077905 1.328989
7 H -0.883408 -0.985883 -1.352829
8 Li 2.152570 -0.477240 1.305940
9 O -0.741995 2.496371 0.423206
10 C 0.391183 2.934482 0.174700
11 O 1.266669 2.058566 -0.082464
12 O 0.470890 4.111412 -0.258736
13 Tl 0.494698 2.300364 -2.444497
14 H 1.046489 -0.686486 0.288426

Forces on the atoms, in the same order (eV/Å):
-1.09 -0.11 -0.32
-2.49 -2.26 0.53
2.47 2.00 0.38
1.43 2.40 0.36
0.17 0.00 -0.12
-0.28 0.05 -0.01
0.08 0.20 -0.36
0.88 0.69 0.84
-2.70 -1.60 2.06
-4.02 1.22 -1.82
5.17 -3.63 -0.58
2.04 1.68 -0.70
0.03 0.71 1.46
-1.69 -1.36 -1.72